No. 1
{
  "formula": "C3H10NO3S",
  "method": "wB97M-V/def2-TZVPD",
  "symbols": ["O", "C", "N", "C", "C", "S", "H", "H", "H", "H", "H", "H", "H", "H", "O", "H", "H", "O"],
  "positions_angstrom": [[1.875, 1.899, 0.428], [1.018, 1.511, -0.366], [0.338, 0.332, -0.242], [-0.823, 0.154, -1.184], [-1.820, -0.673, -0.394], [-1.086, -2.164, 0.386], [0.581, 2.186, -1.096], [0.594, -0.260, 0.528], [-0.361, -0.576, -1.950], [-1.015, 1.105, -1.638], [-2.684, -0.887, -1.184], [-2.285, -0.209, 0.449], [6.489, 2.642, -0.117], [5.219, 2.101, -0.629], [6.012, 2.555, -0.950], [-4.417, -3.600, 2.114], [-3.367, -2.882, 2.835], [-4.268, -3.234, 3.010]],
  "forces_ev_per_angstrom": [[0.322, -0.061, -0.721], [-0.716, -1.180, 2.455], [0.667, 3.706, -1.952], [3.209, -3.590, 1.274], [-2.193, -0.899, -2.082], [-0.263, -0.179, -0.378], [0.144, 0.208, -0.719], [-0.510, -0.744, -0.033], [-1.182, 1.106, 0.502], [-0.728, 0.426, -0.015], [1.440, 0.018, 1.635], [-0.262, 1.115, 0.163], [0.273, 0.189, -0.179], [-0.173, 0.092, -0.431], [-0.179, -0.273, 0.619], [-0.247, 0.137, 0.666], [-0.461, -0.006, 0.407], [0.860, -0.064, -1.211]],
  "nbo_charge": [-0.679, 0.514, -0.614, -0.236, -0.538, -0.706, 0.086, 0.442, 0.187, 0.186, 0.166, 0.198, 0.459, 0.480, -0.939, 0.467, 0.489, -0.962],
  "mol_weight_g_mol": 140.18,
  "spin_multiplicity": 1,
  "e_above_lowest_kcal_mol": 36.9,
  "total_charge": -1,
  "orbital_gap_ev": 6.3
}

No. 2
{
  "formula": "C3H10NO4",
  "method": "wB97M-V/def2-TZVPD",
  "symbols": ["O", "C", "C", "N", "C", "O", "H", "H", "H", "H", "H", "H", "H", "H", "O", "H", "H", "O"],
  "positions_angstrom": [[-3.412, -0.949, 0.046], [-2.435, -0.346, -0.322], [-1.044, -0.497, 0.225], [-0.719, 0.789, 0.814], [0.733, 0.973, 1.131], [1.558, 0.546, 0.155], [-2.494, 0.409, -1.134], [-0.397, -0.658, -0.650], [-0.982, -1.365, 0.886], [-1.206, 0.844, 1.701], [0.967, 0.446, 2.079], [0.849, 2.047, 1.311], [0.944, 0.816, -1.237], [1.404, 1.310, -2.609], [0.582, 1.063, -2.175], [1.714, -2.333, -0.637], [1.846, -1.051, 0.217], [2.092, -2.043, 0.199]],
  "forces_ev_per_angstrom": [[-0.287, -0.161, 0.115], [0.400, 0.112, -0.275], [-0.170, 0.036, -0.386], [0.072, -0.048, 0.205], [0.400, -0.281, -0.179], [-0.164, -0.335, -0.256], [-0.083, 0.017, 0.120], [-0.008, 0.037, 0.304], [0.058, -0.085, 0.123], [-0.168, 0.140, 0.016], [-0.140, -0.036, 0.195], [-0.111, 0.347, 0.202], [-0.206, 0.366, -0.283], [-0.138, 0.025, -0.140], [0.412, -0.226, 0.245], [0.033, -0.051, 0.029], [0.347, -0.239, 0.019], [-0.247, 0.383, -0.053]],
  "nbo_charge": [-0.576, 0.459, -0.349, -0.649, 0.137, -0.911, 0.107, 0.241, 0.176, 0.335, 0.083, 0.111, 0.500, 0.442, -1.036, 0.443, 0.508, -1.021],
  "mol_weight_g_mol": 124.12,
  "spin_multiplicity": 1,
  "e_above_lowest_kcal_mol": 54.3,
  "total_charge": -1,
  "orbital_gap_ev": 8.2
}

No. 3
{
  "formula": "C3H10NO6S",
  "method": "wB97M-V/def2-TZVPD",
  "symbols": ["C", "C", "C", "N", "O", "O", "O", "O", "O", "O", "S", "H", "H", "H", "H", "H", "H", "H", "H", "H", "H"],
  "positions_angstrom": [[-1.390, 1.366, 1.072], [-1.346, 0.072, 0.274], [0.140, -0.234, -0.153], [-0.053, -1.798, -0.770], [-2.038, 0.168, -0.948], [-1.806, -1.029, 1.000], [0.513, 0.498, -1.241], [3.935, 1.147, -0.585], [0.970, -0.314, 0.794], [2.807, -0.913, 0.032], [3.796, -0.019, 0.494], [-2.416, 1.600, 1.354], [-0.992, 2.183, 0.475], [-0.779, 1.254, 1.964], [-0.525, -2.319, -0.027], [-0.613, -1.794, -1.623], [0.892, -2.149, -0.927], [-2.969, 0.365, -0.791], [-2.327, -0.749, 1.762], [-0.269, 0.737, -1.762], [4.468, 1.926, -0.394]],
  "forces_ev_per_angstrom": [[0.101, -0.290, -0.118], [0.175, 0.457, 0.379], [-1.623, -0.484, -1.109], [0.096, 0.174, 0.311], [0.052, -0.079, -0.170], [-0.041, -0.063, 0.078], [0.416, 0.349, -0.315], [-0.680, -0.916, -0.288], [0.427, 0.134, 1.171], [-1.070, -1.295, -1.037], [1.846, 1.948, 0.636], [-0.082, 0.018, 0.007], [-0.018, 0.051, -0.016], [-0.007, 0.041, 0.088], [0.092, -0.053, -0.233], [0.108, -0.106, 0.123], [-0.217, -0.013, -0.085], [0.045, 0.020, 0.000], [0.087, -0.006, -0.023], [-0.004, -0.037, 0.092], [0.298, 0.151, 0.509]],
  "nbo_charge": [-0.668, 0.459, 0.673, -0.796, -0.751, -0.731, -0.710, -0.850, -0.526, -0.676, 1.504, 0.224, 0.243, 0.245, 0.447, 0.430, 0.429, 0.503, 0.503, 0.509, 0.541],
  "mol_weight_g_mol": 188.18,
  "spin_multiplicity": 1,
  "e_above_lowest_kcal_mol": 10.6,
  "total_charge": 1,
  "orbital_gap_ev": [8.4, 6.3]
}

No. 4
{
  "formula": "C3H10NOP",
  "method": "wB97M-V/def2-TZVPD",
  "symbols": ["C", "P", "N", "O", "H", "H", "H", "H", "H", "H", "C", "C", "H", "H", "H", "H"],
  "positions_angstrom": [[1.014, -1.309, -0.030], [1.300, 0.578, -0.474], [2.974, 0.681, -0.486], [1.008, 1.158, 1.056], [0.468, -1.815, -0.850], [1.969, -1.542, 0.083], [0.311, -1.159, 0.815], [3.456, 0.091, 0.064], [3.499, 1.517, -0.754], [0.050, 1.217, 1.276], [-2.291, -0.224, -0.643], [-3.029, 0.441, 0.297], [-2.400, -1.393, -0.682], [-1.559, 0.328, -1.198], [-3.654, -0.049, 1.040], [-3.116, 1.480, 0.486]],
  "forces_ev_per_angstrom": [[-4.513, 3.591, -1.599], [-0.848, -0.277, -0.307], [-1.624, 2.004, -2.289], [-0.921, 0.228, 0.675], [0.675, 0.171, 0.402], [3.819, -2.148, 1.205], [0.962, -0.741, -0.154], [2.210, -2.277, 2.365], [-0.727, -0.539, 0.094], [0.949, -0.038, -0.400], [-1.819, -0.904, 2.577], [0.566, -1.998, -0.764], [0.520, 2.542, -0.126], [0.113, -0.137, -0.731], [-0.058, -0.605, -0.459], [0.697, 1.126, -0.489]],
  "nbo_charge": [-0.908, 1.166, -1.168, -1.017, 0.225, 0.205, 0.234, 0.369, 0.407, 0.492, -0.410, -0.394, 0.211, 0.208, 0.187, 0.191],
  "mol_weight_g_mol": 107.09,
  "spin_multiplicity": 1,
  "e_above_lowest_kcal_mol": 49.4,
  "orbital_gap_ev": 9.3
}

No. 5
{
  "formula": "C3H10NOS",
  "method": "wB97M-V/def2-TZVPD",
  "symbols": ["C", "S", "C", "H", "H", "H", "H", "H", "H", "N", "C", "O", "H", "H", "H", "H"],
  "positions_angstrom": [[-0.614, -1.292, 1.844], [-0.203, -2.145, 0.223], [-0.538, -0.708, -0.945], [-1.725, -1.300, 1.907], [0.034, -0.412, 1.846], [-0.114, -1.914, 2.661], [-1.452, -0.537, -1.587], [-0.450, 0.207, -0.260], [0.350, -0.662, -1.649], [0.241, 2.372, -1.661], [1.026, 2.076, -0.331], [0.411, 1.490, 0.745], [-0.658, 1.901, -1.600], [-0.047, 3.361, -1.727], [1.757, 1.521, -0.734], [1.335, 3.169, -0.167]],
  "forces_ev_per_angstrom": [[1.216, -1.956, -0.078], [-0.905, 1.000, -0.285], [1.052, 1.022, -0.070], [1.048, 0.712, 0.379], [-1.086, 0.750, -0.207], [-1.093, 0.285, -1.003], [0.483, -1.196, 0.937], [0.227, -0.936, -0.652], [-1.009, -0.038, 0.855], [-1.009, 0.250, 0.166], [-3.454, 3.183, 1.772], [0.232, 0.970, -1.495], [0.034, -0.267, -0.028], [0.363, -0.586, 0.388], [3.379, -2.127, -1.074], [0.523, -1.066, 0.395]],
  "nbo_charge": [-0.738, 0.066, -0.811, 0.208, 0.293, 0.196, 0.191, 0.313, 0.213, -0.933, 0.138, -0.946, 0.333, 0.320, 0.098, 0.060],
  "mol_weight_g_mol": 108.19,
  "spin_multiplicity": 1,
  "e_above_lowest_kcal_mol": 64.5,
  "total_charge": -1,
  "orbital_gap_ev": 6.5
}

No. 6
{
  "formula": "C3H10NOS",
  "method": "wB97M-V/def2-TZVPD",
  "symbols": ["C", "S", "C", "H", "H", "H", "H", "H", "H", "N", "C", "O", "H", "H", "H", "H"],
  "positions_angstrom": [[1.843, 0.062, -0.499], [1.541, -1.783, -0.817], [-0.208, -1.501, -0.975], [1.195, 0.437, 0.280], [1.786, 0.755, -1.320], [2.868, -0.085, -0.220], [-0.579, -1.622, 0.073], [-0.421, -0.534, -1.507], [-0.495, -2.267, -1.671], [-2.393, 2.520, 1.144], [-1.094, 1.752, 1.074], [-1.116, 0.417, 0.859], [-3.131, 1.969, 0.868], [-2.679, 2.815, 2.035], [-0.542, 2.200, 0.213], [-0.222, 2.012, 1.838]],
  "forces_ev_per_angstrom": [[0.923, -1.814, 0.295], [0.485, 2.456, -0.348], [-0.540, -0.286, 0.033], [-0.221, -0.346, 0.431], [-0.183, -0.321, -0.855], [0.748, 0.973, 0.585], [-0.521, 0.673, -1.431], [0.142, -0.861, 1.187], [-0.854, -0.701, -0.046], [2.473, 1.168, 0.074], [2.590, -0.803, -1.033], [-1.020, 0.700, 0.780], [-1.580, -2.014, -1.227], [0.160, 0.423, 1.724], [-0.454, 0.483, -0.462], [-2.147, 0.268, 0.293]],
  "nbo_charge": [-0.703, 0.087, -0.737, 0.264, 0.193, 0.187, 0.271, 0.234, 0.182, -0.907, 0.124, -0.971, 0.344, 0.325, 0.050, 0.056],
  "mol_weight_g_mol": 108.19,
  "spin_multiplicity": 1,
  "e_above_lowest_kcal_mol": 69.3,
  "total_charge": -1,
  "orbital_gap_ev": 5.8
}

No. 7
{
  "formula": "C3H10NOS",
  "method": "wB97M-V/def2-TZVPD",
  "symbols": ["O", "C", "C", "N", "H", "H", "H", "H", "H", "H", "C", "S", "H", "H", "H", "H"],
  "positions_angstrom": [[0.275, 2.072, 2.373], [-0.147, 0.986, 2.670], [-0.617, 0.058, 1.586], [-0.643, 0.812, 0.306], [-0.161, 0.674, 3.722], [0.052, -0.797, 1.484], [-1.602, -0.367, 1.762], [-1.519, 1.324, 0.162], [0.079, 1.543, 0.380], [-0.447, 0.220, -0.549], [1.285, -1.706, -1.500], [-0.161, -0.952, -2.338], [0.897, -2.406, -0.768], [1.899, -2.185, -2.256], [1.903, -0.955, -1.010], [0.525, -0.094, -3.112]],
  "forces_ev_per_angstrom": [[-0.024, 0.005, -0.140], [0.344, 0.615, 0.370], [-0.438, -0.562, -0.430], [0.353, 0.275, -0.144], [-0.154, -0.334, -0.074], [0.164, 0.097, 0.034], [-0.121, 0.094, 0.230], [0.043, -0.240, 0.043], [-0.006, 0.036, 0.039], [-0.275, 0.135, 0.053], [0.064, 0.473, -0.394], [0.230, -0.039, 0.217], [0.069, -0.205, -0.099], [-0.061, -0.319, 0.164], [-0.124, 0.004, 0.062], [-0.064, -0.035, 0.068]],
  "nbo_charge": [-0.489, 0.414, -0.342, -0.717, 0.177, 0.255, 0.258, 0.443, 0.455, 0.441, -0.723, -0.026, 0.232, 0.253, 0.215, 0.156],
  "mol_weight_g_mol": 108.19,
  "spin_multiplicity": 1,
  "e_above_lowest_kcal_mol": 12.2,
  "total_charge": 1,
  "orbital_gap_ev": 10.2
}

No. 8
{
  "formula": "C3H10NOS",
  "method": "wB97M-V/def2-TZVPD",
  "symbols": ["N", "C", "C", "O", "C", "S", "H", "H", "H", "H", "H", "H", "H", "H", "H", "H"],
  "positions_angstrom": [[0.213, 0.778, -1.325], [0.050, -0.272, -0.113], [1.242, -0.075, 0.746], [2.364, 0.295, 0.056], [-1.165, -0.308, 0.717], [-2.631, -0.388, -0.403], [-0.534, 0.931, -1.994], [0.172, 1.826, -0.963], [1.112, 0.625, -1.689], [-0.071, -1.287, -0.477], [1.456, -1.015, 1.359], [1.023, 0.687, 1.430], [2.876, -0.329, -0.544], [-0.993, -1.275, 1.419], [-1.429, 0.491, 1.364], [-3.686, -0.683, 0.419]],
  "forces_ev_per_angstrom": [[-2.704, 2.822, 3.340], [-0.463, -0.250, -1.113], [1.184, -3.029, 0.652], [2.472, 0.577, -2.178], [-2.226, -1.735, 1.589], [-0.197, -0.553, -0.054], [-0.269, -1.393, -0.576], [0.813, -2.567, -0.110], [1.514, -0.095, -0.964], [1.068, 0.101, -1.507], [-0.656, 1.036, -0.701], [-0.035, 1.351, 1.099], [-1.334, 0.460, 1.659], [-0.646, 2.086, -1.734], [0.617, 0.986, 0.697], [0.861, 0.202, -0.099]],
  "nbo_charge": [-0.708, -0.083, -0.084, -0.736, -0.535, -0.075, 0.456, 0.452, 0.449, 0.249, 0.213, 0.199, 0.506, 0.270, 0.239, 0.190],
  "mol_weight_g_mol": 108.19,
  "spin_multiplicity": 1,
  "e_above_lowest_kcal_mol": 41.9,
  "total_charge": 1,
  "orbital_gap_ev": 9.6
}